This record from the OMol25 dataset describes a cluster of 2 separate species, C3H3N3O in total. The level of theory is ωB97M-V with the def2-TZVPD basis set.

Structure (XYZ):
```
10
Properties=species:S:1:pos:R:3
N 2.27 -0.32 0.84
C 1.21 -0.44 0.26
C -0.02 -0.66 -0.16
C -1.25 -0.13 0.64
O -1.43 -0.43 1.79
H 3.07 0.18 0.47
H -0.18 -1.45 -0.90
H -1.91 0.57 0.03
N -0.39 1.14 -1.62
N -1.38 1.55 -1.35
```

Output
energy relative to the best compared isomer or geometry (same formula, charge and spin) = 52.2 kcal/mol
SMILES string = N=C=CC=O.N#N
frontier orbital gap = 0.356 Eh
HOMO energy = -0.3314 Eh

Charges computed using natural (NBO), reported in e: -0.620 0.480 -0.585 0.437 -0.474 0.393 0.268 0.134 0.014 -0.047